# C31H64ClN2O13S4

A 3-piece molecular cluster, C31H64ClN2O13S4 overall at a distorted geometry (ωB97M-V/def2-TZVPD, OMol25).

Values from the calculation:
Kohn-Sham gap: 5.323 eV
F_max: 0.160 Eh/bohr
Total charge: +1
HOMO energy: -10.01 eV
E_tot: -118626.62340 eV

XYZ file:
```
115
C31H64ClN2O13S4 | OMol25 | ωB97M-V/def2-TZVPD
C -0.11 -2.04 3.02
C 0.93 -0.95 2.45
O 0.19 -0.01 1.58
C 0.31 -0.58 0.27
O 1.36 -0.37 -0.37
C -0.92 -1.46 -0.30
C -1.26 -0.86 -1.75
C -2.73 -0.17 -1.82
C -3.91 -1.21 -1.66
N -4.22 -2.27 -2.44
S -3.32 -2.68 -3.89
C -5.41 -3.03 -1.91
N -6.16 -3.47 -3.16
C -4.86 -4.44 -1.37
S -4.40 -4.49 0.42
O -4.93 -5.81 0.95
O -2.89 -4.54 0.62
C -6.44 -2.18 -1.03
C -7.10 -1.15 -2.11
C -7.77 0.14 -1.40
C -7.05 1.51 -1.83
C -6.41 2.28 -0.56
O -7.05 3.56 -0.33
C -6.43 4.08 0.89
C -7.41 -2.93 0.00
C -8.97 -2.85 -0.36
C -9.78 -1.72 0.49
C -10.66 -2.48 1.62
S -9.64 -3.29 2.92
O -10.55 -3.49 4.12
O -8.49 -2.43 3.36
Cl -8.90 -5.15 2.38
S -5.12 -1.07 -0.26
H -0.05 -2.00 4.15
H 0.17 -3.06 2.61
H -1.18 -1.77 2.70
H 1.43 -0.32 3.24
H 1.74 -1.52 1.88
H -1.82 -1.29 0.39
H -0.63 -2.56 -0.33
H -0.51 -0.05 -2.05
H -1.14 -1.71 -2.50
H -2.80 0.40 -2.81
H -2.73 0.58 -0.95
H -4.28 -2.55 -4.91
H -5.67 -4.28 -3.58
H -7.02 -3.90 -2.77
H -5.60 -5.28 -1.62
H -3.89 -4.70 -1.95
H -4.99 -3.50 1.20
H -6.33 -0.77 -2.86
H -7.93 -1.64 -2.73
H -7.78 0.08 -0.26
H -8.88 0.17 -1.72
H -7.86 2.21 -2.23
H -6.20 1.35 -2.59
H -6.41 1.60 0.37
H -5.29 2.49 -0.77
H -6.78 3.42 1.77
H -5.30 4.03 0.77
H -6.79 5.13 1.13
H -7.23 -2.46 1.03
H -7.17 -4.05 0.13
H -9.21 -2.79 -1.47
H -9.43 -3.85 -0.01
H -10.47 -1.19 -0.25
H -9.08 -1.01 1.04
H -11.33 -3.22 1.07
H -11.36 -1.71 2.11
C 4.13 2.24 -1.18
O 3.87 2.60 0.16
C 3.52 1.49 0.98
C 4.15 1.61 2.36
O 5.57 1.42 2.39
C 6.37 2.46 1.81
C 6.36 3.77 2.59
O 5.13 4.45 2.42
C 4.70 5.13 3.58
H 3.19 2.03 -1.70
H 4.63 3.08 -1.67
H 4.80 1.37 -1.24
H 3.83 0.55 0.52
H 2.43 1.49 1.08
H 3.74 0.81 2.98
H 3.87 2.54 2.86
H 6.12 2.61 0.76
H 7.39 2.06 1.83
H 7.16 4.42 2.20
H 6.56 3.56 3.65
H 4.75 4.47 4.46
H 3.65 5.41 3.44
H 5.30 6.03 3.74
C 11.15 2.36 -3.80
O 11.55 2.05 -2.48
C 11.38 3.13 -1.57
C 10.88 2.65 -0.22
O 9.52 2.18 -0.22
C 9.26 0.95 -0.89
C 9.86 -0.28 -0.21
O 11.27 -0.32 -0.39
C 11.96 -0.82 0.73
H 11.90 3.00 -4.28
H 11.07 1.43 -4.36
H 10.17 2.84 -3.82
H 10.67 3.87 -1.97
H 12.35 3.61 -1.45
H 10.89 3.50 0.47
H 11.54 1.90 0.21
H 9.55 1.01 -1.94
H 8.17 0.84 -0.87
H 9.44 -1.18 -0.66
H 9.60 -0.26 0.86
H 11.63 -0.33 1.65
H 13.02 -0.60 0.60
H 11.83 -1.90 0.81
```